1.
Below is a 9-piece molecular cluster, C52H131N9O17 overall at a distorted geometry, with properties calculated with ωB97M-V with the def2-TZVPD basis set.

The value obtained for the HOMO energy is -8.23 eV. For the LUMO energy, the calculation gives 0.464 eV. For the energy, the calculation gives -3831.04032 Eh. As for the charge: 0. The HOMO-LUMO gap comes out at 8.692 eV. The value obtained for the energy above the lowest of the compared OMol25 structures with the same formula, charge and spin is 7.420 eV.

Each line ends with the Mulliken charge.
Atoms and positions in Å:
H1 2.896 -3.979 -0.770  -0.82
C1 -0.640 -3.455 1.737  0.06
H2 1.517 -5.429 1.075  -0.15
C2 -7.199 4.242 5.536  -0.73
H3 0.018 -3.120 -3.662  -0.16
H4 -9.274 4.367 5.901  0.36
H5 -10.323 6.152 7.173  0.34
C3 -4.827 5.034 -1.850  -0.76
H6 -2.090 -10.024 3.974  0.29
C4 1.894 -5.625 -1.567  -0.26
H7 4.895 -2.553 -1.053  0.11
O1 6.996 -1.970 5.302  -0.38
H8 8.385 -3.390 5.604  0.33
H9 0.712 1.205 -2.126  0.33
C5 -3.936 4.401 3.720  -0.43
C6 -1.055 -4.826 1.202  -0.38
H10 -3.868 -5.271 0.513  0.41
H11 -5.600 4.570 -4.398  0.42
H12 3.583 8.425 -0.645  0.35
H13 -0.638 2.823 0.590  0.25
H14 0.630 -2.505 -1.517  -0.42
N1 -2.255 -4.168 -2.279  -0.02
O2 2.181 -5.004 -2.800  0.02
C7 4.311 -0.224 3.328  0.11
H15 2.938 1.744 -9.425  0.25
H16 -10.160 7.237 5.854  0.32
H17 -1.143 -4.889 0.117  0.00
H18 2.806 6.354 -1.663  0.25
H19 -0.303 -1.679 -6.232  0.31
H20 4.055 -0.714 4.268  0.18
C8 3.284 -2.531 -5.036  0.08
H21 1.413 5.737 0.797  0.46
H22 -7.634 8.642 -4.795  0.23
H23 1.526 -4.523 3.013  0.08
H24 3.370 0.000 -5.440  0.14
O3 0.897 1.609 0.387  -0.10
H25 2.919 6.497 0.733  0.36
H26 1.858 -3.426 5.452  0.27
H27 -3.027 2.756 1.513  0.28
N2 0.965 0.230 -2.188  -0.54
C9 7.648 -2.873 6.218  -0.81
H28 4.435 -3.770 -3.565  0.50
C10 5.229 -1.851 -1.818  -0.79
O4 -4.523 3.856 2.514  -0.38
H29 -7.976 5.089 -5.319  0.44
H30 -0.229 -5.748 2.862  0.38
H31 0.546 -5.662 -3.926  0.32
H32 7.179 -1.833 2.584  0.35
C11 3.456 0.785 -9.432  -0.72
H33 -5.548 2.933 -3.074  0.37
H34 -6.971 5.112 -1.633  0.29
H35 -4.942 5.830 -2.586  0.56
H36 2.393 -5.083 5.830  0.33
N3 1.939 6.327 -1.145  -0.35
H37 4.521 0.954 -9.589  0.33
H38 0.387 -3.337 1.393  -0.17
C12 2.310 5.782 0.180  -0.91
O5 -7.336 6.655 -4.121  -0.27
C13 -0.288 -7.272 1.411  -0.54
O6 4.358 -1.825 -2.973  -0.04
H39 -2.097 4.557 -1.319  0.13
O7 -0.906 -3.376 3.155  -0.53
H40 3.332 4.149 1.118  0.23
C14 5.474 2.163 4.801  -0.76
H41 6.171 0.048 3.980  0.15
H42 -2.844 -2.393 -3.081  0.50
H43 3.060 0.149 -10.224  0.23
H44 -0.963 -1.188 3.050  0.30
C15 -6.216 4.331 -1.731  -0.66
H45 -2.875 -6.324 -0.513  0.20
C16 -3.696 3.598 1.336  -0.60
C17 -9.590 6.777 6.661  -0.86
H46 2.502 -5.930 3.465  0.23
C18 6.202 -1.776 3.063  -0.62
H47 -4.622 -7.994 0.059  0.25
C19 -7.707 5.262 -4.277  -0.64
C20 -8.043 7.639 -4.912  -0.75
H48 1.949 0.090 -2.371  0.18
N4 5.757 -0.348 3.148  -0.36
H49 1.818 -5.139 -4.888  0.21
H50 5.373 -0.879 -1.346  0.23
O8 3.284 0.212 -8.142  -0.29
H51 4.195 1.832 2.610  0.23
H52 2.707 11.585 -0.240  0.30
H53 -1.249 -2.682 1.266  0.87
H54 -8.064 7.312 -5.952  0.31
H55 -3.096 3.789 4.049  0.27
H56 0.683 7.698 -0.363  0.37
H57 4.161 10.689 0.383  0.31
H58 -2.678 -4.745 -2.992  0.30
C21 3.174 -4.799 1.798  -0.85
H59 0.621 -1.888 3.446  0.13
H60 4.514 1.451 -7.142  0.45
H61 4.113 -5.352 1.775  0.58
H62 -2.883 -8.584 4.637  0.22
H63 -5.662 -6.717 0.668  0.33
C22 1.444 7.681 -1.143  -0.80
C23 -3.645 -5.552 -0.516  -0.54
H64 4.632 2.531 -0.420  0.11
H65 -1.982 3.987 -3.040  0.33
H66 5.406 -2.526 -4.525  0.58
H67 0.174 -7.966 3.336  0.31
H68 2.028 -6.725 -4.128  0.26
H69 3.399 -3.724 6.131  0.34
C24 -0.910 -2.576 -3.838  0.03
H70 -6.467 3.883 -0.770  0.40
C25 0.811 -0.441 -0.912  1.36
H71 -4.514 4.821 5.680  0.35
H72 5.509 3.060 -1.777  0.34
O9 4.069 1.919 4.654  -0.49
C26 -5.333 -7.224 -0.239  -0.70
O10 2.246 9.611 0.293  -0.35
C27 6.171 -2.673 4.376  0.02
H73 6.255 -2.070 -2.114  0.47
H74 2.645 9.392 -1.746  0.40
H75 -0.778 -2.038 4.560  0.33
H76 -0.996 -7.456 0.603  0.25
H77 2.282 3.743 -0.244  0.05
H78 -1.678 -2.324 -1.723  0.30
C28 3.024 4.455 0.118  0.12
H79 3.806 2.855 -1.979  0.33
H80 -6.771 3.428 -4.909  0.42
H81 -7.498 3.205 5.382  0.38
H82 6.091 1.325 5.123  0.28
O11 -3.846 4.019 -2.340  -0.38
H83 0.927 -5.365 -1.136  -0.33
H84 -0.272 -0.440 -0.793  0.21
N5 -6.163 4.731 4.599  -0.32
C29 -1.961 -8.966 4.200  -0.80
C30 2.693 -4.125 5.404  -0.91
C31 -0.505 -8.280 2.544  -0.79
H85 -9.502 7.571 7.402  0.30
H86 -3.598 5.418 3.519  0.42
H87 2.879 -3.488 -5.363  -0.13
N6 -6.403 3.438 -2.892  -0.49
C32 2.855 -5.049 -0.569  0.92
C33 4.475 -2.778 -4.016  -1.10
H88 0.207 -3.331 -6.009  -0.05
H89 2.502 0.325 -0.067  0.14
C34 -6.598 4.200 -4.159  -0.77
C35 1.450 0.361 0.214  -1.16
H90 2.959 -1.810 -6.871  0.28
H91 0.655 -7.364 0.871  0.36
H92 -6.410 4.401 3.677  0.22
H93 -6.800 4.293 6.549  0.38
H94 7.996 -2.336 7.101  0.25
O12 -8.359 6.122 6.402  -0.29
C36 -0.428 1.810 0.933  -1.08
O13 3.313 -4.083 4.088  -0.10
C37 -0.457 -2.033 3.518  -0.63
C38 1.633 -5.720 -3.984  -0.83
O14 -4.796 -6.206 -1.066  -0.44
H95 3.777 -5.508 -0.927  0.32
N7 3.754 -1.831 -6.247  -0.50
C39 -0.659 -2.710 -6.239  -0.37
C40 3.786 1.240 3.429  -0.47
H96 -1.129 -3.143 -7.121  0.34
H97 5.613 -2.154 2.227  0.07
H98 2.279 -1.919 -1.759  -0.40
H99 -2.448 5.647 -2.468  0.36
H100 1.657 -2.476 -0.190  -0.74
H101 5.374 0.164 -7.713  0.44
H102 -8.917 5.284 4.529  0.35
H103 5.763 2.634 3.862  0.35
H104 -0.242 -9.310 2.302  0.46
O15 -1.866 -8.201 2.972  -0.23
H105 -1.115 -8.765 4.858  0.35
O16 -1.482 -2.903 -5.099  -0.49
H106 1.844 -6.712 -1.621  0.48
N8 -0.251 -5.855 1.858  -0.17
C41 2.543 -4.880 3.174  0.01
H107 6.739 -3.568 4.123  0.59
H108 -4.807 3.081 5.078  0.33
H109 5.222 -2.759 4.905  -0.10
H110 -9.077 7.743 -4.584  0.30
C42 4.204 -0.487 -5.945  -0.34
C43 -4.834 4.153 4.880  -0.66
H111 -2.915 -3.599 -0.276  0.28
H112 -1.227 1.188 0.529  0.45
H113 2.493 -1.985 -4.522  0.27
H114 -8.606 5.013 -3.713  0.40
H115 -4.538 5.352 -0.848  0.55
C44 3.078 10.805 0.425  -0.77
H116 -0.496 1.842 2.021  0.38
H117 5.092 -0.414 -5.317  0.28
H118 -3.180 4.557 1.282  0.34
H119 0.956 7.677 -2.118  0.37
H120 -2.051 -4.918 1.634  0.11
C45 4.390 0.379 -7.297  -0.75
H121 3.763 -0.781 2.568  0.24
H122 2.723 1.314 3.202  0.28
H123 5.642 2.907 5.580  0.28
C46 1.424 -1.897 -1.084  0.90
H124 -0.706 -1.538 -3.576  0.33
H125 6.931 -3.602 6.594  0.28
C47 4.555 3.209 -1.271  -0.56
H126 1.531 0.004 1.241  0.02
H127 2.886 11.207 1.420  0.27
C48 -8.505 5.031 5.506  -0.51
H128 -6.138 -7.721 -0.782  0.27
H129 3.585 -3.854 1.445  0.03
C49 -1.936 -2.823 -2.657  -0.74
H130 -4.158 -3.682 -1.530  0.63
C50 2.571 8.772 -0.853  -0.39
C51 -2.544 4.572 -2.313  -0.74
H131 -4.258 3.488 0.409  0.11
N9 2.480 -5.530 0.786  -0.23
C52 -3.242 -4.144 -1.161  -0.82
O17 4.240 4.484 -0.729  -0.45

***

2.
Below is a 12-piece molecular cluster, C52H135N7O24 overall at a distorted geometry, with properties calculated with ωB97M-V with the def2-TZVPD basis set.

The value obtained for the HOMO energy is -8.12 eV. For the LUMO energy, the calculation gives 0.628 eV. For the energy, the calculation gives -4250.82363 Eh. As for the charge: 0. The HOMO-LUMO gap comes out at 8.753 eV. The value obtained for the energy above the lowest of the compared OMol25 structures with the same formula, charge and spin is 1.129 eV.

Each line ends with the Mulliken charge.
Atoms and positions in Å:
H1 -2.680 -4.969 7.784  0.48
C1 2.476 1.393 -3.091  0.98
H2 -2.250 -3.428 -1.360  0.35
O1 -1.537 2.638 1.797  0.34
C2 -1.800 5.277 -4.913  -0.48
H3 2.445 -6.508 1.787  0.27
H4 -3.721 4.569 -6.348  0.49
H5 5.240 0.079 7.492  0.47
H6 5.203 2.433 1.317  0.35
C3 7.147 0.059 6.531  -0.30
H7 -1.631 6.245 -5.491  0.29
N1 -3.139 1.975 -6.928  0.30
H8 -1.529 -0.497 -3.014  -0.08
H9 -0.669 2.680 -7.898  0.26
H10 0.662 -2.600 -1.220  0.27
C4 -4.537 1.741 -6.978  -0.50
C5 -1.111 -4.223 0.891  -0.38
C6 -1.654 -4.329 -1.478  -0.78
O2 4.506 1.164 3.721  -0.63
H11 -0.516 0.454 4.682  -0.41
C7 -7.196 5.400 -3.600  -0.74
C8 -3.080 -0.496 1.524  -0.58
C9 -4.104 5.162 -5.521  -0.63
C10 5.837 -0.630 6.986  -1.16
O3 -5.912 5.649 -4.129  -0.37
H12 2.336 1.886 -2.130  -0.30
O4 8.072 -0.788 5.924  -0.25
H13 0.439 -3.812 7.195  0.29
O5 3.820 -3.059 3.765  0.34
N2 -2.978 -3.112 4.989  0.42
H14 -4.326 -2.594 -5.809  0.24
H15 9.633 0.384 6.253  0.35
H16 -0.431 -3.560 -3.193  0.08
H17 -4.133 0.685 -2.595  0.40
H18 -3.656 -4.024 3.258  0.38
C11 3.209 0.961 3.380  1.08
H19 -4.926 1.647 -7.987  0.65
H20 7.108 1.178 -1.545  0.42
H21 -6.203 4.651 -5.916  0.59
O6 6.105 2.202 1.593  -0.67
C12 -1.102 3.557 2.768  -0.86
O7 -0.637 -1.563 3.978  0.85
H22 -0.007 -5.185 -0.541  0.30
H23 1.320 2.299 -6.441  0.39
H24 3.576 -0.195 -4.070  0.05
H25 -5.261 3.981 -0.602  0.60
H26 5.224 3.022 -0.678  0.22
H27 1.558 0.687 -5.844  -0.11
H28 -1.215 3.021 3.730  0.16
H29 5.480 -4.194 4.120  0.34
O8 0.660 -1.688 -1.456  -0.65
H30 -6.599 3.087 1.102  0.47
H31 -2.111 -3.381 7.441  0.26
O9 -0.716 -5.645 -3.160  -0.37
H32 -5.559 3.744 -4.596  0.19
H33 -0.067 3.850 2.463  0.30
O10 -3.585 -0.104 -2.497  -0.68
H34 -4.240 6.229 -5.913  0.30
C13 4.820 -3.543 4.699  -1.22
H35 4.664 -1.268 0.363  -0.77
H36 -2.821 -1.551 5.870  0.35
H37 2.585 0.846 4.332  0.14
C14 -3.271 -4.241 5.881  -0.82
C15 -6.810 0.499 1.634  -0.70
O11 0.957 -5.330 1.354  -0.50
H38 -2.986 4.773 -0.434  0.20
H39 -2.118 0.069 1.550  -0.73
H40 1.544 2.133 2.480  -0.16
C16 2.637 2.141 2.561  -0.65
H41 -2.781 1.858 -6.007  -0.28
C17 5.697 -2.270 5.132  -0.32
H42 -6.898 2.322 -0.396  0.43
H43 5.980 -2.915 1.643  0.16
H44 -0.715 -0.155 7.057  0.52
C18 0.058 -1.013 -0.273  1.62
H45 4.485 0.946 -3.012  0.49
O12 5.299 -3.033 -0.291  -0.53
C19 -4.130 -1.888 3.117  -0.31
H46 4.452 -4.130 5.518  0.41
H47 -1.519 1.792 -2.436  -0.65
N3 -3.156 5.113 -4.376  -0.32
H48 -2.082 -3.300 4.602  -0.32
C20 -1.764 3.213 0.491  0.83
N4 -0.498 -4.310 -0.459  -0.12
H49 -1.505 -1.411 3.604  -0.36
H50 -4.915 -3.381 4.331  0.51
H51 0.725 -0.769 5.268  0.04
C21 6.808 1.911 -0.792  -0.58
O13 5.554 2.340 -1.296  -0.28
O14 3.271 2.376 1.304  -0.67
H52 -5.997 0.439 -6.184  0.68
H53 -0.848 -1.826 6.593  -0.09
H54 -3.380 -5.190 5.331  0.43
H55 6.192 -1.892 4.233  0.15
H56 0.379 3.191 -1.669  -0.38
H57 0.542 -3.381 2.106  -0.31
H58 0.480 -4.944 -4.568  0.32
C22 9.257 -0.161 5.472  -0.76
H59 -7.303 1.020 2.480  0.34
H60 1.584 1.089 -7.672  0.43
C23 -4.714 -1.628 -5.547  -0.50
O15 -2.543 -0.650 6.216  -0.68
H61 2.156 -3.492 4.924  0.61
H62 -7.340 6.096 -2.764  0.25
C24 -5.472 4.724 -5.095  -0.66
H63 2.869 -1.879 5.225  0.45
O16 -3.185 2.376 -3.713  0.03
H64 1.298 -6.039 3.184  0.29
H65 -5.759 -1.742 -5.516  0.37
C25 -2.277 1.212 -7.931  -0.48
H66 -0.387 1.091 -8.780  0.45
C26 0.067 -4.806 7.194  -0.80
C27 -1.147 -0.815 6.282  -0.75
C28 -4.897 3.133 -0.087  -0.01
C29 5.448 -3.628 0.931  -0.23
H67 7.515 2.767 -0.546  0.26
H68 -4.045 3.287 1.836  0.35
H69 2.508 -4.876 2.660  -0.20
C30 4.559 -1.391 -1.794  -1.36
O17 -2.908 -1.498 2.486  0.09
H70 6.047 -4.528 0.722  0.35
H71 5.033 1.490 2.987  0.30
H72 -0.482 -0.163 -0.663  -0.39
O18 -4.330 -0.646 -6.467  -0.35
H73 -4.359 -1.346 -4.528  0.10
H74 5.454 -0.822 -1.866  0.28
H75 0.226 5.568 -4.247  0.47
H76 3.037 0.070 2.738  -0.55
H77 1.978 -2.140 3.687  -0.38
H78 -2.333 0.114 -7.761  0.22
H79 -2.701 1.478 -8.918  0.40
H80 -3.306 5.705 -3.571  0.19
H81 -1.695 4.447 -5.619  0.16
H82 2.553 -1.100 -2.223  -0.19
C31 -4.946 0.552 -6.107  -0.36
C32 -3.934 -3.188 3.882  -1.40
H83 -4.715 0.696 -5.036  0.06
H84 -1.591 -3.322 1.151  -0.31
H85 -0.878 -5.937 -5.153  0.28
H86 -3.262 -1.019 0.604  0.31
H87 -6.419 -0.484 2.003  0.03
C33 -0.331 -0.624 5.024  0.90
H88 4.566 -2.146 -2.584  0.40
H89 -4.435 -1.096 3.895  0.38
C34 2.618 -2.646 4.451  -0.75
C35 6.568 1.274 0.597  0.67
H90 -1.186 1.704 -4.173  0.34
C36 3.577 0.397 -3.143  -1.07
H91 -4.960 -2.012 2.374  0.23
N5 3.430 -0.516 -2.066  0.51
N6 5.020 -1.164 5.864  -0.05
H92 5.936 0.411 0.569  -0.87
O19 -1.057 -4.891 6.404  -0.28
H93 -5.088 2.560 -6.511  -0.34
H94 0.372 4.950 -1.526  0.44
C37 0.382 4.143 -2.270  -0.33
H95 -0.584 -1.717 0.265  -1.02
H96 2.529 0.099 -0.603  -0.20
H97 2.935 1.691 0.702  0.50
H98 -7.368 4.365 -3.257  0.25
H99 -1.817 -5.074 1.129  0.57
H100 7.671 0.525 7.482  0.34
H101 -4.328 2.497 -0.706  -0.14
C38 -0.857 1.538 -7.926  -0.60
O20 -5.761 1.227 1.082  0.00
H102 9.952 -0.914 5.088  0.24
H103 1.680 -1.289 1.112  -0.10
O21 1.982 0.429 0.106  0.69
H104 -2.930 3.305 -3.938  -0.17
C39 -2.023 1.551 -3.426  0.74
H105 3.645 4.192 -4.512  0.31
H106 7.477 0.808 0.950  0.55
H107 3.642 3.793 -2.767  0.28
C40 1.902 -5.698 2.287  -0.27
H108 1.319 4.263 -2.791  0.21
H109 4.505 -3.991 1.375  -0.07
H110 4.851 -0.403 5.237  -0.10
O22 -0.280 1.070 -6.753  -0.13
H111 0.530 0.060 1.389  0.30
C41 -0.734 5.417 -3.857  -1.01
H112 -7.895 5.582 -4.421  0.35
C42 4.348 -2.018 -0.409  1.35
C43 3.723 3.412 -3.773  -0.86
C44 -2.422 0.100 -3.346  0.09
H113 -0.879 3.606 -0.017  -0.05
H114 -2.258 -5.216 -1.278  0.51
H115 -3.864 0.202 1.753  0.61
C45 -6.128 2.401 0.400  -1.22
H116 2.866 3.017 3.180  0.58
H117 6.478 -2.662 5.752  0.52
H118 -2.557 5.085 1.262  0.53
H119 -2.105 -4.192 -3.540  0.38
H120 5.933 -1.381 7.738  0.51
C46 -2.849 4.315 0.557  -1.48
H121 3.332 -2.305 -0.216  0.03
N7 -4.116 3.813 1.008  -0.29
C47 1.102 1.295 -6.683  -0.73
C48 -2.230 -4.375 6.978  -0.64
C49 0.059 -4.322 1.840  -0.25
H122 0.398 -6.734 -4.372  0.26
H123 1.433 0.912 -3.341  -0.29
H124 -0.143 -4.981 8.275  0.35
H125 9.044 0.465 4.608  0.26
H126 -2.697 -0.312 -4.379  -0.10
C50 -1.213 -4.368 -2.916  -0.24
H127 6.849 0.886 5.889  0.33
C51 -0.110 -5.806 -4.382  -0.76
H128 4.727 2.977 -3.933  0.24
H129 -4.303 -4.206 6.316  0.48
H130 -0.875 6.260 -3.181  0.38
H131 -0.231 -4.634 2.799  0.88
H132 -1.708 4.487 2.758  0.25
C52 1.093 -0.508 0.657  -0.22
H133 0.816 -5.447 6.733  0.23
H134 -2.144 2.388 -0.115  -0.37
H135 -7.617 0.309 0.915  0.35
O23 -0.766 4.195 -3.102  0.28
O24 2.722 2.428 -4.030  -0.16